No. 1
Below is a cluster of 11 separate species, C24H44Br2Cl21FN2O7P in total at a distorted geometry, with properties calculated with ωB97M-V with the def2-TZVPD basis set.

Geometry as ORCA input:
```
! wB97M-V def2-TZVPD RIJCOSX def2/J DEFGRID3
* xyz -1 1
C 5.976 1.848 0.892
C 4.836 2.799 0.622
Br 5.197 4.607 1.090
C 3.666 2.418 0.117
Br 3.482 0.524 -0.212
C 2.450 3.327 -0.224
C 1.930 3.895 1.124
P 1.364 5.619 1.273
O 2.452 6.503 1.691
O 0.287 5.656 2.505
O 0.665 6.181 -0.039
O 1.541 2.409 -0.846
C 0.235 2.894 -0.999
C -0.687 2.062 -0.041
C -1.608 2.935 0.845
C -1.542 2.428 2.285
F -1.733 1.041 2.321
C -0.316 2.621 -2.420
Cl 0.429 3.682 -3.682
N -1.763 2.746 -2.491
C -2.259 4.097 -2.267
C -3.826 4.050 -2.171
O -4.325 2.741 -2.454
C -4.378 4.622 -0.837
N -5.180 3.641 -0.086
C 2.960 4.318 -1.337
O 3.147 3.764 -2.446
O 3.209 5.518 -1.086
H 5.845 1.344 1.859
H 6.875 2.462 0.990
H 6.159 1.169 0.063
H 1.106 3.251 1.458
H 2.682 3.770 1.899
H -0.453 5.059 2.337
H 0.981 7.079 -0.195
H 0.096 3.965 -0.829
H -0.010 1.542 0.641
H -1.228 1.281 -0.567
H -1.308 3.985 0.867
H -2.650 2.802 0.556
H -2.325 2.851 2.918
H -0.564 2.607 2.740
H -0.072 1.577 -2.624
H -2.002 2.505 -3.444
H -1.858 4.565 -1.371
H -2.056 4.781 -3.099
H -4.221 4.694 -2.963
H -5.234 2.874 -2.736
H -5.048 5.455 -1.068
H -3.571 5.049 -0.228
H -4.742 2.726 -0.099
H -5.145 3.928 0.886
C -3.599 -0.516 -3.926
Cl -2.983 0.538 -5.198
Cl -5.209 -1.131 -4.326
H -2.922 -1.355 -3.812
H -3.656 0.049 -3.001
C -3.479 1.372 -8.854
Cl -3.062 -0.170 -9.617
Cl -2.711 2.731 -9.680
H -4.554 1.501 -8.894
H -3.144 1.353 -7.824
C -4.016 -3.648 -7.129
Cl -4.304 -5.353 -7.504
Cl -2.972 -3.458 -5.716
H -3.539 -3.176 -7.980
H -4.969 -3.171 -6.923
C -0.221 -1.662 3.253
Cl 1.501 -2.042 3.378
Cl -1.100 -2.906 2.350
H -0.642 -1.603 4.250
H -0.333 -0.714 2.743
C 5.916 2.291 4.834
Cl 4.211 2.196 4.375
Cl 6.926 1.302 3.773
H 6.241 3.323 4.759
H 6.024 1.935 5.852
C -7.018 -4.274 -4.897
Cl -7.806 -3.412 -6.230
Cl -8.198 -5.070 -3.849
H -6.357 -5.026 -5.313
H -6.452 -3.562 -4.308
C -1.492 -4.068 6.450
Cl -2.098 -2.423 6.229
Cl 0.272 -4.101 6.568
H -1.909 -4.472 7.365
H -1.797 -4.668 5.600
C 3.862 -4.531 5.186
Cl 4.189 -6.027 4.293
Cl 4.691 -3.149 4.473
H 2.794 -4.344 5.168
H 4.204 -4.656 6.207
C 7.050 -8.433 4.653
Cl 6.723 -10.110 4.190
Cl 8.073 -8.346 6.091
H 7.556 -7.937 3.833
H 6.109 -7.938 4.862
C 3.495 -12.296 3.044
Cl 2.753 -11.307 1.782
Cl 2.273 -13.074 4.059
H 4.101 -13.064 2.576
H 4.115 -11.662 3.669
*
```

**Kohn-Sham gap**: 6.39 eV
**E_tot**: -457979.4565 eV
**Highest occupied orbital energy**: -4.8 eV
**E_LUMO**: 1.6 eV

***

No. 2
Below is a structure of composition C45H57AsN2PdS2SbSi2, with properties calculated with ωB97M-V with the def2-TZVPD basis set.

Geometry as ORCA input:
```
! wB97M-V def2-TZVPD RIJCOSX def2/J DEFGRID3
* xyz 1 3
Pd 0.383 1.651 0.024
S -2.409 1.367 2.431
C -1.345 2.659 2.999
N -1.029 2.626 4.327
C -0.328 3.769 4.896
C -0.916 5.029 4.306
N -0.758 4.964 2.862
C -0.448 6.236 2.208
C 0.913 6.755 2.597
C 1.077 8.043 3.086
C 2.340 8.504 3.436
C 3.442 7.676 3.305
C 3.282 6.385 2.819
C 2.024 5.929 2.465
C -0.971 3.795 2.216
S -0.754 3.738 0.507
C -1.458 1.615 5.295
C -2.527 2.143 6.224
C -2.267 2.285 7.581
C -3.232 2.799 8.436
C -4.467 3.178 7.935
C -4.735 3.039 6.580
C -3.772 2.524 5.728
H 0.743 3.708 4.675
H -0.469 3.750 5.976
H -0.377 5.906 4.662
H -1.973 5.127 4.579
H -1.221 6.952 2.503
H -0.522 6.095 1.133
H 0.217 8.693 3.193
H 2.459 9.509 3.817
H 4.425 8.033 3.583
H 4.142 5.736 2.714
H 1.890 4.928 2.077
H -0.576 1.331 5.876
H -1.787 0.730 4.756
H -1.303 1.983 7.975
H -3.018 2.904 9.491
H -5.222 3.579 8.597
H -5.701 3.326 6.187
H -3.991 2.416 4.674
C 3.670 -2.813 -1.972
C 4.664 -1.694 -1.821
C 5.940 -1.831 -2.362
C 6.893 -0.835 -2.221
C 6.580 0.331 -1.542
C 5.311 0.486 -1.003
C 4.362 -0.522 -1.127
Sb 2.435 -0.248 -0.215
C 2.872 -0.240 1.892
C 1.988 0.502 2.677
C 2.126 0.591 4.050
C 3.162 -0.090 4.670
C 4.015 -0.869 3.910
C 3.885 -0.975 2.524
C 4.825 -1.904 1.807
C 2.448 1.866 -0.825
C 2.074 1.995 -2.179
C 2.013 3.229 -2.795
C 2.303 4.373 -2.056
C 2.664 4.264 -0.728
C 2.737 3.022 -0.085
C 3.238 2.974 1.335
H 4.076 -3.609 -2.593
H 2.741 -2.470 -2.429
H 3.412 -3.253 -1.004
H 6.187 -2.737 -2.903
H 7.877 -0.968 -2.650
H 7.315 1.118 -1.435
H 5.067 1.405 -0.485
H 1.166 1.040 2.202
H 1.427 1.185 4.626
H 3.295 -0.033 5.743
H 4.800 -1.430 4.401
H 5.212 -2.648 2.503
H 5.674 -1.372 1.376
H 4.335 -2.437 0.996
H 1.869 1.103 -2.766
H 1.748 3.303 -3.841
H 2.260 5.348 -2.523
H 2.905 5.156 -0.162
H 3.859 3.845 1.540
H 3.827 2.079 1.526
H 2.416 2.967 2.056
C -1.695 -2.655 -0.556
Si -1.951 -1.700 1.030
C -3.646 -1.967 1.781
C -0.589 -2.026 2.264
As -1.709 0.600 0.426
Si -3.352 1.426 -1.125
C -2.357 2.063 -2.571
C -4.362 2.738 -0.259
C -4.413 -0.015 -1.672
H -1.659 -3.724 -0.336
H -0.748 -2.384 -1.027
H -2.500 -2.492 -1.274
H -3.722 -2.995 2.143
H -4.445 -1.814 1.057
H -3.823 -1.309 2.633
H -0.662 -3.042 2.655
H -0.636 -1.337 3.109
H 0.392 -1.911 1.798
H -1.854 3.000 -2.342
H -3.012 2.219 -3.432
H -1.594 1.335 -2.863
H -3.826 3.684 -0.217
H -4.602 2.440 0.763
H -5.302 2.890 -0.794
H -3.847 -0.725 -2.276
H -5.228 0.363 -2.294
H -4.864 -0.550 -0.839
*
```

**Expectation value of S²**: 2.015
**Kohn-Sham gap (spin up / spin down)**: 7.08 / 6.80 eV
**E_tot**: -158849.3544 eV
**Highest occupied orbital energy (spin up / spin down)**: -9.0 / -10.3 eV
**E_LUMO (spin up / spin down)**: -1.9 / -3.5 eV
**Energy above the lowest of the compared OMol25 structures with the same formula, charge and spin**: 26.3 kcal per mole

***

No. 3
Below is a structure of composition C23H20AsF9GaN2O12S2, with properties calculated with ωB97M-V with the def2-TZVPD basis set.

Geometry as ORCA input:
```
! wB97M-V def2-TZVPD RIJCOSX def2/J DEFGRID3
* xyz -1 1
Ga 1.387 -0.473 -0.157
O 0.539 -1.452 -3.776
As -0.152 -2.316 -2.418
O -1.649 -2.803 -2.839
O -0.051 -1.404 -1.003
C 0.942 -3.890 -2.107
C 0.329 -5.094 -2.437
C 0.946 -6.302 -2.150
C 2.178 -6.322 -1.515
C 2.804 -5.130 -1.181
C 2.183 -3.925 -1.479
S 3.058 -2.453 -1.020
O 4.448 -2.779 -1.022
O 2.617 -1.375 -1.923
O 2.512 -2.041 0.318
H 1.309 -0.944 -3.487
H -0.648 -5.056 -2.904
H 0.458 -7.232 -2.414
H 2.659 -7.264 -1.283
H 3.774 -5.122 -0.704
F 3.850 3.028 0.387
C 3.662 2.528 1.616
F 2.505 3.020 2.077
F 4.637 3.023 2.403
C 3.629 0.961 1.586
O 2.421 0.556 1.181
C 3.860 0.437 3.043
F 5.134 0.567 3.461
F 3.088 1.119 3.913
F 3.528 -0.846 3.142
C 4.814 0.472 0.694
F 5.166 -0.780 0.994
F 4.456 0.507 -0.592
F 5.914 1.237 0.833
C -5.149 3.140 1.551
C -4.299 2.533 0.465
C -3.945 1.186 0.503
C -3.200 0.614 -0.517
C -2.821 1.395 -1.600
C -3.124 2.744 -1.642
C -3.863 3.304 -0.609
S -1.892 0.664 -2.951
C -3.262 -0.297 -3.604
O -1.641 1.751 -3.941
H -5.252 2.461 2.398
H -6.153 3.363 1.182
H -4.724 4.078 1.914
H -4.259 0.573 1.341
H -2.909 -0.430 -0.471
H -2.784 3.325 -2.490
H -4.113 4.360 -0.641
H -4.028 0.405 -3.938
H -3.623 -0.978 -2.838
H -2.857 -0.885 -4.424
O 1.025 1.079 -1.264
O 1.188 2.201 -0.587
C -1.298 3.502 2.354
N -1.112 2.059 2.250
C -1.639 1.201 3.184
C -1.398 -0.112 3.151
C -0.498 -0.642 2.132
O -0.087 -1.782 2.112
N -0.087 0.264 1.146
C -0.362 1.539 1.232
O -0.025 2.472 0.382
H -2.000 3.687 3.163
H -1.699 3.900 1.425
H -0.349 3.991 2.572
H -2.259 1.670 3.936
H -1.807 -0.784 3.888
*
```

**Kohn-Sham gap**: 8.22 eV
**E_tot**: -211070.0849 eV
**Highest occupied orbital energy**: -6.1 eV
**E_LUMO**: 2.2 eV
**Energy above the lowest of the compared OMol25 structures with the same formula, charge and spin**: 13.5 kcal per mole

***

No. 4
Below is a structure of composition C36H45BrCsN4OP2S4Sb at a distorted geometry, with properties calculated with ωB97M-V with the def2-TZVPD basis set.

Geometry as ORCA input:
```
! wB97M-V def2-TZVPD RIJCOSX def2/J DEFGRID3
* xyz -2 1
Cs -0.717 1.551 -0.228
C 2.826 2.150 -2.355
C 3.521 1.466 -1.173
C 4.987 1.218 -1.510
P 2.480 0.014 -0.653
C 3.594 -0.919 0.483
C 2.856 -2.172 0.953
C 3.944 -0.018 1.668
C 2.444 -1.050 -2.147
C 3.557 -1.679 -2.693
C 3.488 -2.469 -3.835
C 2.238 -2.631 -4.437
C 1.105 -2.042 -3.917
C 1.152 -1.241 -2.741
N 0.070 -0.749 -2.107
C -1.114 -0.470 -2.736
C -1.157 0.087 -4.040
C -2.324 0.550 -4.606
C -3.519 0.495 -3.892
C -3.500 -0.046 -2.621
C -2.345 -0.575 -2.028
P -2.524 -1.125 -0.261
C -4.135 -2.060 -0.352
C -4.373 -3.034 -1.506
C -4.444 -2.735 0.986
C -1.179 -2.364 0.058
C -1.094 -2.690 1.551
C -1.145 -3.616 -0.809
H 3.325 3.092 -2.601
H 1.770 2.377 -2.178
H 2.865 1.503 -3.235
H 3.459 2.134 -0.307
H 5.074 0.630 -2.426
H 5.530 0.695 -0.719
H 5.499 2.171 -1.685
H 4.512 -1.222 -0.032
H 1.922 -1.901 1.453
H 3.467 -2.739 1.663
H 2.599 -2.829 0.119
H 3.048 0.465 2.067
H 4.636 0.781 1.392
H 4.412 -0.595 2.474
H 4.520 -1.556 -2.206
H 4.371 -2.945 -4.242
H 2.143 -3.249 -5.325
H 0.144 -2.214 -4.387
H -0.220 0.187 -4.574
H -2.296 0.996 -5.594
H -4.438 0.898 -4.296
H -4.429 -0.046 -2.062
H -4.856 -1.242 -0.449
H -3.876 -3.989 -1.327
H -4.019 -2.645 -2.460
H -5.445 -3.239 -1.605
H -3.854 -3.645 1.115
H -5.498 -3.024 1.024
H -4.243 -2.080 1.837
H -0.294 -1.781 -0.207
H -1.902 -3.340 1.892
H -1.120 -1.788 2.164
H -0.153 -3.209 1.761
H -1.921 -4.329 -0.515
H -0.179 -4.122 -0.707
H -1.278 -3.377 -1.866
S -3.665 6.688 0.615
Sb -3.907 4.448 0.829
S -2.987 3.551 -1.488
S -2.377 3.419 2.200
S -5.965 3.523 0.757
Br -1.936 -3.384 6.257
C -1.104 -1.963 5.309
C -1.866 -0.893 4.874
C -1.255 0.146 4.181
C 0.110 0.094 3.926
C 0.855 -1.007 4.335
C 0.255 -2.033 5.045
N 0.738 1.109 3.158
C 0.604 2.297 3.576
C 0.938 3.474 2.732
C 0.389 4.690 3.088
C 0.399 5.724 2.162
C 0.963 5.484 0.931
C 1.539 4.239 0.685
N 1.550 3.243 1.563
H -2.932 -0.873 5.053
H -1.847 0.960 3.773
H 1.908 -1.050 4.087
H 0.833 -2.890 5.366
H 0.151 2.516 4.549
H -0.138 4.791 4.026
H -0.114 6.654 2.369
H 0.914 6.214 0.135
H 1.949 4.026 -0.297
O -0.497 3.860 -1.699
N -1.473 4.271 -1.105
*
```

**Kohn-Sham gap**: 5.34 eV
**E_tot**: -185119.4614 eV
**Highest occupied orbital energy**: -2.0 eV
**E_LUMO**: 3.4 eV
**Energy above the lowest of the compared OMol25 structures with the same formula, charge and spin**: 12.5 kcal per mole

***

No. 5
Below is a structure of composition C6H7ClN4OS at a distorted geometry, with properties calculated with ωB97M-V with the def2-TZVPD basis set.

Geometry as ORCA input:
```
! wB97M-V def2-TZVPD RIJCOSX def2/J DEFGRID3
* xyz 0 1
C 1.411 -0.401 -2.842
C -1.196 -1.014 -0.616
C -0.598 -1.371 -1.948
C 2.341 0.282 -3.443
C -1.646 -0.331 -1.917
C -0.065 -0.357 3.735
N 0.862 -1.183 -2.039
N -0.381 -0.282 0.272
N -1.581 -1.203 1.925
N -0.665 -0.499 1.485
O 0.088 0.084 2.412
S -2.283 -1.933 0.518
Cl -0.996 -2.908 -2.654
H 2.515 1.301 -2.916
H 2.654 0.054 -4.401
H -2.571 -0.714 -2.281
H -1.487 0.774 -2.076
H 0.654 -1.345 3.828
H -1.179 -0.427 3.853
H 0.398 0.333 4.474
*
```

**Kohn-Sham gap**: 8.62 eV
**E_tot**: -37693.0951 eV
**Highest occupied orbital energy**: -7.9 eV
**E_LUMO**: 0.7 eV
**Energy above the lowest of the compared OMol25 structures with the same formula, charge and spin**: 88.0 kcal per mole

***

No. 6
Below is a cluster of 2 separate species, C5H14N4 in total at a distorted geometry, with properties calculated with ωB97M-V with the def2-TZVPD basis set.

Geometry as ORCA input:
```
! wB97M-V def2-TZVPD RIJCOSX def2/J DEFGRID3
* xyz 0 1
C -2.534 0.372 0.774
C -1.234 0.607 0.536
C -0.355 1.215 1.594
N -0.698 0.723 -0.766
C -1.474 0.398 -1.939
H -3.246 0.081 0.021
H -2.976 0.619 1.723
H 0.536 0.595 1.696
H -0.852 1.215 2.561
H -0.069 2.233 1.328
H 0.302 0.812 -0.863
H -1.936 -0.594 -1.873
H -0.840 0.417 -2.825
H -2.311 1.093 -2.029
N 3.069 -0.012 0.834
C 2.193 -0.561 -0.071
N 1.204 -1.314 0.313
N 0.618 -2.043 -0.715
H 2.814 -0.121 1.803
H 4.047 0.028 0.599
H 2.574 -0.578 -1.101
H 1.318 -2.579 -1.234
H -0.152 -2.609 -0.365
*
```

**Structure (SMILES)**: C=C(C)NC.N/C=N/N
**Kohn-Sham gap**: 8.36 eV
**E_tot**: -11370.3702 eV
**Highest occupied orbital energy**: -7.4 eV
**E_LUMO**: 1.0 eV
**Energy above the lowest of the compared OMol25 structures with the same formula, charge and spin**: 47.1 kcal per mole

***

No. 7
Below is an isolated molecule of C16H22N2O3, with properties calculated with ωB97M-V with the def2-TZVPD basis set.

Geometry as ORCA input:
```
! wB97M-V def2-TZVPD RIJCOSX def2/J DEFGRID3
* xyz 0 1
C -4.166 -1.464 1.678
C -3.032 -0.740 1.349
C -2.753 -0.526 0.005
C -1.524 0.249 -0.414
O -1.669 0.836 -1.703
C -2.301 2.086 -1.515
C -2.196 2.364 0.005
N -1.285 1.345 0.507
C 0.106 1.766 0.545
C 0.960 0.761 1.324
C 2.346 1.334 1.690
O 3.232 0.274 1.446
C 2.674 -0.486 0.398
C 3.109 0.024 -1.000
C 3.502 -1.228 -1.779
C 4.090 -2.141 -0.706
C 3.142 -1.949 0.474
O 1.269 -0.405 0.582
C -3.622 -1.055 -0.940
C -4.729 -1.762 -0.495
N -5.001 -1.964 0.782
H -4.426 -1.653 2.712
H -2.378 -0.339 2.106
H -0.665 -0.429 -0.449
H -1.769 2.828 -2.117
H -3.346 2.043 -1.843
H -3.168 2.217 0.484
H -1.837 3.367 0.228
H 0.148 2.719 1.079
H 0.530 1.902 -0.462
H 0.404 0.447 2.216
H 2.434 1.619 2.738
H 2.584 2.196 1.051
H 2.306 0.580 -1.483
H 3.970 0.681 -0.867
H 4.206 -1.011 -2.581
H 2.612 -1.689 -2.210
H 4.147 -3.180 -1.023
H 5.091 -1.800 -0.437
H 3.609 -2.137 1.438
H 2.260 -2.581 0.375
H -3.433 -0.910 -1.992
H -5.435 -2.189 -1.196
*
```

**Structure (SMILES)**: c1cc([C@H]2OCCN2C[C@@H]2COC3(CCCC3)O2)ccn1
**Kohn-Sham gap**: 10.11 eV
**E_tot**: -26071.0424 eV
**Highest occupied orbital energy**: -9.3 eV
**E_LUMO**: 0.8 eV
**Energy above the lowest of the compared OMol25 structures with the same formula, charge and spin**: 61.1 kcal per mole

***

No. 8
Below is an isolated molecule of C7H14, with properties calculated with ωB97M-V with the def2-TZVPD basis set.

Geometry as ORCA input:
```
! wB97M-V def2-TZVPD RIJCOSX def2/J DEFGRID3
* xyz 0 1
C -1.221 1.235 -0.366
C -1.229 -0.105 0.402
C -2.376 -0.985 -0.136
C 0.122 -0.827 0.291
C 1.283 0.081 0.614
C 2.681 -0.315 0.255
C 2.000 0.798 -0.494
H -0.856 1.096 -1.394
H -2.228 1.664 -0.445
H -0.580 1.986 0.107
H -1.401 0.115 1.467
H -3.181 -1.161 0.588
H -2.797 -0.436 -0.978
H -2.039 -1.960 -0.514
H 0.131 -1.708 0.949
H 0.234 -1.216 -0.734
H 1.158 0.643 1.540
H 3.479 -0.059 0.945
H 2.813 -1.265 -0.257
H 1.679 0.599 -1.515
H 2.328 1.820 -0.325
*
```

**Structure (SMILES)**: CC(C)CC1CC1
**Kohn-Sham gap**: 11.33 eV
**E_tot**: -7485.3047 eV
**Highest occupied orbital energy**: -10.1 eV
**E_LUMO**: 1.2 eV
**Energy above the lowest of the compared OMol25 structures with the same formula, charge and spin**: 22.8 kcal per mole